Entry from the Open Molecules 2025 dataset: a single C4H10N2O2 molecule in a non-equilibrium geometry (ωB97M-V/def2-TZVPD).

Last columns: bonded neighbours and bond lengths (Å).
Cartesian coordinates (Å):
1 C -0.050 -0.519 0.615  C2 1.499, C3 1.509, N4 1.398
2 C -0.152 -1.707 -0.293  C1 1.499, H13 1.088, H14 1.099, H15 1.093
3 C -0.868 -0.623 1.879  C1 1.509, H16 1.104, H17 1.097, H18 1.092
4 N -0.109 0.752 0.036  C1 1.398, C5 1.575, N6 1.711, H10 1.017
5 C 1.209 0.922 -0.809  N4 1.575, O7 1.361, O8 1.207
6 N -0.868 1.280 -1.402  N4 1.711, H11 1.012, H12 1.016
7 O 1.908 1.909 -0.185  C5 1.361, H9 0.967
8 O 1.660 0.195 -1.662  C5 1.207
9 H 2.845 1.749 -0.362  O7 0.967
10 H -0.210 1.489 0.729  N4 1.017
11 H -0.969 0.461 -1.988  N6 1.012
12 H -0.641 2.228 -1.687  N6 1.016
13 H 0.448 -1.635 -1.197  C2 1.088
14 H -1.185 -1.932 -0.593  C2 1.099
15 H 0.224 -2.582 0.242  C2 1.093
16 H -1.937 -0.815 1.680  C3 1.104
17 H -0.813 0.276 2.506  C3 1.097
18 H -0.493 -1.447 2.490  C3 1.092

## Properties
Orbital gap (alpha / beta) (eV): 7.14 / 7.14
LUMO (alpha / beta) (eV): 0.488 / 0.487
Charge: 0
Energy relative to the best compared isomer or geometry (same formula, charge and spin) (kJ/mol): 616.9
Calculated total energy (a.u.): -418.22598

=====

Entry from the Open Molecules 2025 dataset: 2 unconnected molecules or ions with the total composition C3H7ClNO in a non-equilibrium geometry (ωB97M-V/def2-TZVPD).

Last columns: bonded neighbours and bond lengths (Å).
Cartesian coordinates (Å):
1 C 1.527 -0.086 0.179  C3 1.469, H7 1.106, H8 1.054, H9 1.070
2 C -0.413 -0.216 -1.320  C3 1.452, H10 1.089, H11 1.122, H12 1.117
3 C 0.117 -0.461 0.010  C1 1.469, C2 1.452, H13 1.097
4 N -1.055 0.825 1.614  O5 1.225, Cl6 1.917
5 O -1.649 1.707 1.006  N4 1.225
6 Cl -2.216 -0.608 2.138  N4 1.917
7 H 1.364 0.930 0.586  C1 1.106
8 H 2.153 -0.628 0.831  C1 1.054
9 H 1.949 -0.045 -0.803  C1 1.070
10 H 0.279 -0.372 -2.146  C2 1.089
11 H -0.552 0.897 -1.295  C2 1.122
12 H -1.465 -0.582 -1.418  C2 1.117
13 H -0.040 -1.360 0.618  C3 1.097

## Properties
Orbital gap (alpha / beta) (eV): 6.47 / 6.75
LUMO (alpha / beta) (eV): 4.200 / 4.248
Charge: -1
Energy relative to the best compared isomer or geometry (same formula, charge and spin) (kJ/mol): 624.9
Calculated total energy (a.u.): -708.57489

=====

Entry from the Open Molecules 2025 dataset: 3 unconnected molecules or ions with the total composition C6H14O2 in a non-equilibrium geometry (ωB97M-V/def2-TZVPD).

Last columns: bonded neighbours and bond lengths (Å).
Cartesian coordinates (Å):
1 C -1.630 0.403 -1.272  C2 1.501, H7 1.211, H8 1.203, H9 1.035
2 C -1.166 -0.774 -0.463  C1 1.501, C3 1.480, H10 1.204, H11 1.102
3 C 0.297 -0.986 -0.391  C2 1.480, C4 1.317, C6 1.471
4 C 1.025 -1.066 -1.486  C3 1.317, H12 1.044, H13 1.069
5 C 0.498 -1.239 2.178  C6 1.316, H14 1.069, H15 1.187
6 C 0.916 -1.146 0.934  C3 1.471, C5 1.316, H16 1.118
7 H -1.333 0.438 -2.445  C1 1.211
8 H -1.200 1.422 -0.800  C1 1.203
9 H -2.654 0.526 -1.191  C1 1.035
10 H -1.659 -1.753 -0.962  C2 1.204
11 H -1.512 -0.672 0.578  C2 1.102
12 H 2.023 -1.350 -1.603  C4 1.044
13 H 0.714 -0.620 -2.406  C4 1.069
14 H 0.893 -1.584 3.109  C5 1.069
15 H -0.548 -0.745 2.446  C5 1.187
16 H 2.013 -1.085 0.722  C6 1.118
17 H -0.040 0.910 2.522  O19 1.037
18 H 0.466 2.225 1.892  O19 0.947
19 O -0.088 1.492 1.664  H17 1.037, H18 0.947
20 H 0.578 1.288 -0.590  O22 0.998
21 H 1.142 2.324 -1.689  O22 1.006
22 O 1.266 1.994 -0.747  H20 0.998, H21 1.006

## Properties
SMILES: C=CC(=C)CC.O.O
Orbital gap (eV): 9.20
LUMO (eV): 0.518
Charge: 0
Energy relative to the best compared isomer or geometry (same formula, charge and spin) (kJ/mol): 381.4
Calculated total energy (a.u.): -387.36226

=====

Entry from the Open Molecules 2025 dataset: 2 unconnected molecules or ions with the total composition C20H18N6O5 in a non-equilibrium geometry (ωB97M-V/def2-TZVPD).

Last columns: bonded neighbours and bond lengths (Å).
Cartesian coordinates (Å):
1 C -5.194 1.538 -2.285  N2 1.451, H19 1.095, H20 1.095, H21 1.100
2 N -4.528 0.668 -1.334  C1 1.451, C3 1.458, C4 1.375
3 C -5.428 0.305 -0.246  N2 1.458, H22 1.096, H23 1.107, H24 1.097
4 C -3.159 0.562 -1.276  N2 1.375, C5 1.420, C18 1.432
5 C -2.305 1.668 -1.529  C4 1.420, C6 1.379, H25 1.096
6 C -0.943 1.544 -1.355  C5 1.379, N7 1.392, H26 1.084
7 N -0.331 0.322 -1.092  C6 1.392, C8 1.382, C17 1.382
8 C 1.025 0.136 -0.901  N7 1.382, C9 1.409, H27 1.092
9 C 1.976 1.175 -0.928  C8 1.409, C10 1.518, O16 1.255
10 C 3.448 0.846 -1.100  C9 1.518, C11 1.401, C15 1.404
11 C 4.326 1.929 -0.962  C10 1.401, C12 1.400, H28 1.086
12 C 5.712 1.735 -0.950  C11 1.400, C13 1.410, H29 1.090
13 C 6.235 0.446 -1.182  C12 1.410, C14 1.407, H30 1.094
14 C 5.364 -0.625 -1.449  C13 1.407, C15 1.402, H31 1.094
15 C 3.978 -0.418 -1.402  C10 1.404, C14 1.402, H32 1.086
16 O 1.663 2.381 -0.789  C9 1.255
17 C -1.145 -0.795 -1.061  N7 1.382, C18 1.371, H33 1.090
18 C -2.510 -0.687 -1.007  C4 1.432, C17 1.371, H34 1.089
19 H -4.659 1.603 -3.239  C1 1.095
20 H -6.186 1.107 -2.461  C1 1.095
21 H -5.332 2.546 -1.869  C1 1.100
22 H -4.971 -0.333 0.518  C3 1.096
23 H -5.803 1.228 0.238  C3 1.107
24 H -6.293 -0.196 -0.700  C3 1.097
25 H -2.698 2.660 -1.785  C5 1.096
26 H -0.287 2.407 -1.395  C6 1.084
27 H 1.359 -0.889 -0.721  C8 1.092
28 H 3.914 2.927 -0.838  C11 1.086
29 H 6.376 2.580 -0.768  C12 1.090
30 H 7.317 0.282 -1.166  C13 1.094
31 H 5.763 -1.616 -1.684  C14 1.094
32 H 3.304 -1.247 -1.601  C15 1.086
33 H -0.597 -1.736 -1.032  C17 1.090
34 H -3.075 -1.605 -0.851  C18 1.089
35 O 3.372 -1.101 1.645  N36 1.259
36 N 2.722 -2.109 2.027  O35 1.259, C37 1.431, O47 1.259
37 C 1.372 -1.947 2.473  N36 1.431, C38 1.399, C46 1.429
38 C 0.700 -0.726 2.354  C37 1.399, C39 1.377, H48 1.081
39 C -0.594 -0.751 2.824  C38 1.377, N40 1.393, C44 1.434
40 N -1.591 0.221 2.776  C39 1.393, O41 1.223, O42 1.420
41 O -1.593 1.376 2.372  N40 1.223
42 O -2.763 -0.374 3.312  N40 1.420, N43 1.424
43 N -2.500 -1.726 3.670  O42 1.424, C44 1.356
44 C -1.202 -1.941 3.345  C39 1.434, N43 1.356, N45 1.332
45 N -0.558 -3.105 3.402  C44 1.332, C46 1.331
46 C 0.707 -3.103 2.987  C37 1.429, N45 1.331, H49 1.092
47 O 3.205 -3.272 2.044  N36 1.259
48 H 1.153 0.160 1.931  C38 1.081
49 H 1.253 -4.048 3.040  C46 1.092

## Properties
Orbital gap (eV): 4.66
LUMO (eV): -2.301
Charge: 0
Calculated total energy (a.u.): -1477.33320

=====

Entry from the Open Molecules 2025 dataset: a single C2H3Cl3F3N3S2 molecule in a non-equilibrium geometry (ωB97M-V/def2-TZVPD).

Last columns: bonded neighbours and bond lengths (Å).
Cartesian coordinates (Å):
1 C -1.629 -0.184 -0.269  S9 1.862, Cl11 1.739, H14 1.066, H15 1.140
2 C 3.904 -0.463 0.425  S10 1.853, Cl12 1.809, Cl13 1.701, H16 1.090
3 N 0.555 1.428 -0.132  N4 1.559, N5 1.299, S9 1.687
4 N 0.452 2.888 -0.671  N3 1.559, F6 1.326, F7 1.361
5 N 1.691 0.932 0.256  N3 1.299, F8 1.557, S10 1.664
6 F 1.324 3.768 -0.201  N4 1.326
7 F 0.901 2.791 -1.953  N4 1.361
8 F 2.087 1.518 1.644  N5 1.557
9 S -0.871 1.188 0.736  C1 1.862, N3 1.687
10 S 3.084 0.807 -0.647  C2 1.853, N5 1.664
11 Cl -0.430 -1.413 -0.546  C1 1.739
12 Cl 3.130 -2.063 0.091  C2 1.809
13 Cl 5.571 -0.598 0.116  C2 1.701
14 H -2.074 0.072 -1.203  C1 1.066
15 H -2.522 -0.421 0.399  C1 1.140
16 H 3.542 -0.376 1.449  C2 1.090

## Properties
SMILES: FN(F)N(SCCl)N(F)SC(Cl)Cl
Orbital gap (eV): 9.78
LUMO (eV): 0.197
Charge: 0
Energy relative to the best compared isomer or geometry (same formula, charge and spin) (kJ/mol): 0.0
Calculated total energy (a.u.): -2718.50281

=====

Entry from the Open Molecules 2025 dataset: a gas-phase ion, C4H11N2O2 (charge -1) in a non-equilibrium geometry (ωB97M-V/def2-TZVPD).

Last columns: bonded neighbours and bond lengths (Å).
Cartesian coordinates (Å):
1 C -1.279 0.395 0.487  N2 1.452, C5 1.507, H9 1.078, H10 1.095
2 N -1.450 -1.041 0.352  C1 1.452, C3 1.527, H11 1.016
3 C -1.880 -1.441 -1.057  N2 1.527, O4 1.325, H12 1.117, H13 1.119
4 O -2.644 -0.566 -1.693  C3 1.325
5 C 0.068 0.816 -0.041  C1 1.507, N6 1.462, H14 1.093, H15 1.083
6 N 1.164 0.276 0.760  C5 1.462, C7 1.434, H16 1.013
7 C 2.439 0.319 0.103  N6 1.434, O8 1.454, H17 1.087, H18 1.090
8 O 3.152 1.537 0.450  C7 1.454, H19 0.961
9 H -1.377 0.634 1.533  C1 1.078
10 H -2.049 0.950 -0.060  C1 1.095
11 H -2.152 -1.327 1.028  N2 1.016
12 H -2.343 -2.443 -0.882  C3 1.117
13 H -0.913 -1.624 -1.589  C3 1.119
14 H 0.177 1.904 -0.030  C5 1.093
15 H 0.126 0.461 -1.062  C5 1.083
16 H 0.912 -0.661 1.052  N6 1.013
17 H 2.351 0.350 -0.980  C7 1.087
18 H 3.062 -0.492 0.482  C7 1.090
19 H 2.637 1.953 1.147  O8 0.961

## Properties
SMILES: [O-]CNCCNCO
Orbital gap (eV): 6.35
LUMO (eV): 3.700
Charge: -1
Energy relative to the best compared isomer or geometry (same formula, charge and spin) (kJ/mol): 290.1
Calculated total energy (a.u.): -418.98055

=====

Copy entry 1 word for word.
Entry from the Open Molecules 2025 dataset: a single C4H10N2O2 molecule in a non-equilibrium geometry (ωB97M-V/def2-TZVPD).

Last columns: bonded neighbours and bond lengths (Å).
Cartesian coordinates (Å):
1 C -0.050 -0.519 0.615  C2 1.499, C3 1.509, N4 1.398
2 C -0.152 -1.707 -0.293  C1 1.499, H13 1.088, H14 1.099, H15 1.093
3 C -0.868 -0.623 1.879  C1 1.509, H16 1.104, H17 1.097, H18 1.092
4 N -0.109 0.752 0.036  C1 1.398, C5 1.575, N6 1.711, H10 1.017
5 C 1.209 0.922 -0.809  N4 1.575, O7 1.361, O8 1.207
6 N -0.868 1.280 -1.402  N4 1.711, H11 1.012, H12 1.016
7 O 1.908 1.909 -0.185  C5 1.361, H9 0.967
8 O 1.660 0.195 -1.662  C5 1.207
9 H 2.845 1.749 -0.362  O7 0.967
10 H -0.210 1.489 0.729  N4 1.017
11 H -0.969 0.461 -1.988  N6 1.012
12 H -0.641 2.228 -1.687  N6 1.016
13 H 0.448 -1.635 -1.197  C2 1.088
14 H -1.185 -1.932 -0.593  C2 1.099
15 H 0.224 -2.582 0.242  C2 1.093
16 H -1.937 -0.815 1.680  C3 1.104
17 H -0.813 0.276 2.506  C3 1.097
18 H -0.493 -1.447 2.490  C3 1.092

## Properties
Orbital gap (alpha / beta) (eV): 7.14 / 7.14
LUMO (alpha / beta) (eV): 0.488 / 0.487
Charge: 0
Energy relative to the best compared isomer or geometry (same formula, charge and spin) (kJ/mol): 616.9
Calculated total energy (a.u.): -418.22598